# 1
The following is a quantum chemistry calculation of a molecular structure, C35H34FMnN9O3P at a distorted geometry, from the OMol25 dataset.

Calculated values
E_HOMO (alpha / beta) in eV: -10.263 / -10.122
Multiplicity: 2
Net charge: +1
Frontier orbital gap (alpha / beta) in eV: 8.03 / 7.87
⟨S²⟩: 1.25
Total energy in Eh: -3664.83064

Geometry (Å):
Mn 0.358 -0.314 0.192
P 1.750 -2.053 2.823
F -5.578 2.770 -2.031
O -1.513 -3.850 1.094
O -0.396 -2.248 0.010
O -1.811 -0.004 -0.430
N 3.529 0.057 3.337
N 2.180 -1.848 0.083
N 0.283 1.811 -0.009
N -0.462 -0.456 2.167
N 2.162 0.421 1.645
N 0.402 0.115 -1.991
N -5.077 -2.478 -0.456
N -0.942 -2.035 3.621
N 2.055 -3.937 0.774
C 4.181 -0.590 4.476
C 0.540 3.978 0.966
C -5.217 -1.142 -0.863
C 1.749 1.725 -3.301
C -4.215 1.033 -1.258
C 3.871 1.272 2.807
C -2.785 -0.801 -0.437
C 1.198 4.437 -0.135
C 1.990 -2.633 1.120
C -5.836 -4.853 -0.619
C -1.780 -0.333 2.534
C 1.422 3.574 -1.233
C -4.097 -0.308 -0.861
C -5.435 1.493 -1.643
C 0.903 2.278 -1.131
C 1.705 -5.084 1.610
C 2.490 -0.423 2.599
C 2.315 3.025 -3.394
C 1.036 1.365 -2.201
C 2.141 3.941 -2.400
C -1.454 -2.815 0.418
C 0.015 -1.497 2.837
C -0.862 -3.285 4.377
C -2.088 -1.307 3.434
C -6.474 -0.637 -1.258
C -6.255 -3.407 -0.423
C 2.277 -3.978 -0.580
C 3.019 1.482 1.760
C 2.368 -2.681 -0.987
C -2.732 -2.153 -0.014
C -7.262 -2.974 -1.472
C -3.878 -2.902 -0.038
C 0.126 2.629 1.002
C -6.563 0.676 -1.652
C -7.680 -1.534 -1.249
H -1.153 -4.106 3.726
H 4.722 -1.476 4.153
H -0.332 2.213 1.891
H -7.513 1.088 -1.970
H -3.344 1.673 -1.246
H -2.419 0.433 2.129
H -5.307 -5.272 0.235
H 4.676 1.862 3.210
H -6.717 -3.296 0.562
H 2.104 -5.981 1.145
H -5.209 -4.964 -1.507
H 2.358 -4.910 -1.113
H 3.446 -0.864 5.227
H 1.863 1.028 -4.124
H -8.391 -1.202 -2.004
H 2.159 -4.972 2.592
H 0.526 -0.538 -2.754
H -8.122 -3.641 -1.415
H -6.818 -3.096 -2.465
H -8.187 -1.453 -0.282
H 1.568 5.456 -0.177
H 0.621 -5.148 1.690
H -3.003 -1.551 3.946
H 2.554 -2.303 -1.979
H 2.871 3.292 -4.283
H 2.987 2.324 1.086
H 0.363 4.613 1.823
H 2.551 4.939 -2.481
H 4.882 0.118 4.909
H -3.812 -3.924 0.304
H -0.599 0.228 -1.819
H -6.737 -5.450 -0.763
H -1.527 -3.218 5.234
H 0.155 -3.429 4.734


# 2
The following is a quantum chemistry calculation of a molecular structure, C10H14CoN2P at a distorted geometry, from the OMol25 dataset.

Calculated values
E_HOMO (alpha / beta) in eV: -0.835 / -3.173
Multiplicity: 4
Net charge: -1
Frontier orbital gap (alpha / beta) in eV: 3.65 / 5.84
⟨S²⟩: 3.79
Total energy in Eh: -2222.94447

Geometry (Å):
Co -1.115 -1.407 -0.043
P -1.654 -2.523 -1.836
N 0.448 -0.860 0.995
N 1.470 1.256 0.903
C -1.280 3.201 -0.207
C 1.466 -0.039 1.313
C -1.866 1.901 -0.167
C -0.758 3.372 -1.525
C -1.139 2.294 -2.345
C 1.616 -2.744 1.937
C 0.526 -2.194 1.313
C 2.567 -0.524 2.045
C -1.843 1.354 -1.514
C 2.649 -1.872 2.351
H -2.652 -3.556 -1.949
H -2.240 0.383 -1.826
H -2.289 1.391 0.702
H 3.342 0.187 2.324
H 2.274 1.805 1.161
H -0.946 2.195 -3.418
H 0.721 1.704 0.399
H -0.399 -2.743 0.983
H -0.228 4.273 -1.856
H 1.683 -3.817 2.090
H 3.505 -2.251 2.902
H -0.541 -3.119 -2.501
H -2.118 -1.588 -2.844
H -1.198 3.918 0.612


# 3
The following is a quantum chemistry calculation of 2 unconnected molecules or ions with the total composition CH6NOP at a distorted geometry, from the OMol25 dataset.

Calculated values
E_HOMO (alpha / beta) in eV: -6.761 / -10.363
Multiplicity: 3
Net charge: 0
Frontier orbital gap (alpha / beta) in eV: 7.73 / 8.73
⟨S²⟩: 2.00
Total energy in Eh: -512.90611

Geometry (Å):
P -0.298 0.090 0.621
O -1.079 -0.657 1.602
N -1.329 0.613 -0.543
C 1.125 -0.651 -0.189
H -2.303 0.212 -0.584
H 0.583 2.001 1.720
H 0.812 -1.115 -1.162
H -1.023 0.914 -1.491
H 1.915 0.032 -0.307
H 1.598 -1.437 0.332


# 4
The following is a quantum chemistry calculation of a single C3H7NOS molecule at a distorted geometry, from the OMol25 dataset.

Calculated values
E_HOMO (alpha / beta) in eV: -8.832 / -8.833
Structure (SMILES): C=C[S@@](=C)(N)=O
Net charge: 0
Frontier orbital gap (alpha / beta) in eV: 9.45 / 9.46
Total energy in Eh: -646.51322

Geometry (Å):
S -0.611 0.180 -0.183
O -0.691 1.684 0.099
N -0.515 -0.448 1.524
C 1.129 -0.187 -0.535
C 2.114 0.595 -0.056
C -1.653 -0.461 -1.432
H -0.778 0.483 1.969
H 3.104 0.381 -0.071
H 1.796 1.540 0.368
H -2.695 -0.172 -1.029
H -1.312 -1.032 1.757
H 1.481 -1.088 -1.003
H -1.371 -1.476 -1.406


# 5
The following is a quantum chemistry calculation of a molecular structure, C22H42Cl3FeN2O3SSi at a distorted geometry, from the OMol25 dataset.

Calculated values
E_HOMO (alpha / beta) in eV: -6.952 / -6.951
Multiplicity: 6
Net charge: 0
Frontier orbital gap (alpha / beta) in eV: 7.27 / 5.19
⟨S²⟩: 8.77
Total energy in Eh: -4530.74137

Geometry (Å):
Fe 2.222 -0.158 0.354
Cl 1.989 -0.006 -1.832
Cl 3.926 1.221 0.743
Cl 2.092 -1.771 1.827
S -2.329 -0.569 -0.184
Si 5.199 -0.282 -0.405
O 1.293 1.377 1.389
O -0.037 -2.688 -0.722
O -1.104 2.020 -1.592
N 1.173 -3.416 -2.535
N -0.274 3.912 -0.559
C 6.697 -0.343 0.707
C 1.140 3.645 -0.778
C -3.514 1.331 2.746
C -2.813 0.254 3.297
C 0.791 1.307 2.666
C -2.820 2.340 2.073
C -1.238 3.170 -1.206
C 0.775 -3.462 -1.235
C 0.523 -2.507 -3.462
C 1.413 2.450 3.452
C 0.775 3.606 3.696
C 1.442 4.783 4.322
C -0.602 5.224 -0.014
C 4.523 -2.007 -0.672
C -3.032 -2.212 -0.252
C 2.839 2.247 3.861
C -1.419 0.210 3.227
C -3.801 0.344 -0.620
C -1.428 2.274 1.983
C -0.728 1.255 2.620
C 5.572 0.589 -2.005
C 1.936 -4.511 -3.116
H 1.239 -2.268 -4.258
H -4.423 -0.279 -1.271
H 0.239 -1.590 -2.937
H 1.153 0.381 3.144
H 2.590 -4.125 -3.907
H 0.768 5.645 4.284
H 1.636 3.539 0.194
H -4.606 1.385 2.828
H 3.107 1.186 3.817
H -0.202 5.320 1.006
H 3.532 -2.203 -0.234
H 7.172 0.644 0.789
H 6.420 -0.669 1.718
H 3.523 2.807 3.206
H -3.473 1.241 -1.154
H 7.445 -1.046 0.314
H 1.256 2.715 -1.342
H -4.343 0.619 0.290
H 4.465 -2.247 -1.742
H -0.170 6.028 -0.630
H -3.933 -2.215 -0.875
H -2.189 3.742 -1.329
H 6.090 1.538 -1.821
H -1.693 5.328 0.020
H 2.542 -4.985 -2.338
H 3.006 2.607 4.886
H 5.204 -2.726 -0.196
H 4.651 0.789 -2.569
H -0.286 3.736 3.476
H 1.600 4.487 -1.314
H -0.852 3.024 1.438
H 1.277 -5.272 -3.564
H -2.257 -2.863 -0.671
H -3.261 -2.529 0.771
H -0.839 -0.617 3.647
H 1.699 4.610 5.379
H 6.232 -0.039 -2.621
H 1.280 -4.270 -0.663
H -0.362 -2.977 -3.923
H -3.342 3.180 1.606
H -3.355 -0.559 3.789
H 2.368 5.054 3.789


# 6
The following is a quantum chemistry calculation of 3 unconnected molecules or ions with the total composition C26H52BIN4O4P, from the OMol25 dataset.

Calculated values
E_HOMO (alpha / beta) in eV: -3.943 / -3.944
Multiplicity: 3
Net charge: -1
Frontier orbital gap (alpha / beta) in eV: 6.25 / 6.26
⟨S²⟩: 2.01
Total energy in Eh: -2205.73675

Geometry (Å):
I -2.783 -1.663 1.927
P 1.474 -2.229 -1.151
O -1.070 -3.109 0.073
O -1.227 -1.152 -1.233
O 1.790 -0.150 -6.438
O 2.155 1.606 3.868
N -4.438 -5.154 1.689
N 1.554 0.647 -5.468
N -4.504 0.785 -0.411
N 1.327 1.674 4.837
C 0.061 -0.435 4.820
C -4.400 -4.177 0.886
C 0.282 0.342 -4.728
C -4.550 -0.440 -0.711
C -3.272 -4.013 -0.083
C -0.870 1.017 -5.483
C -0.313 1.273 3.046
C 0.613 -0.756 6.206
C 1.896 2.072 -5.782
C -2.406 -1.875 -1.248
C -1.141 1.741 5.310
C 1.962 1.411 6.175
C 0.089 -1.170 -4.718
C 3.109 2.078 -6.706
C 2.285 2.863 -4.531
C 3.386 1.954 6.127
C -0.625 2.500 -5.753
C 0.301 0.801 -3.264
C 2.145 -3.659 -0.185
C -2.378 -2.760 0.024
C -3.621 -1.036 -1.720
C -0.014 1.068 4.524
C 1.978 -0.104 6.412
C 1.238 2.133 7.318
C 2.465 -0.892 -0.358
C 0.694 2.705 -6.495
B -0.286 -1.897 -0.297
H -0.804 -1.387 -4.127
H -3.219 -0.196 -2.290
H -0.047 -1.575 -5.719
H 3.409 3.115 -6.876
H -2.085 1.290 5.000
H -0.458 0.248 -2.711
H -0.045 -1.166 0.671
H 3.989 1.436 5.388
H 2.350 -0.288 7.425
H 2.031 0.084 -0.591
H 0.698 -0.901 4.062
H -0.089 -0.435 6.983
H 0.347 1.618 7.664
H 0.710 -1.838 6.313
H 2.569 3.872 -4.833
H -5.285 -5.111 2.256
H 0.614 2.256 -7.491
H 3.841 1.822 7.111
H 0.923 -1.678 -4.236
H 0.369 0.723 2.406
H -1.444 2.903 -6.354
H -2.612 -4.873 0.029
H 1.821 -3.647 0.861
H -5.313 -1.104 -0.284
H -1.015 0.499 -6.437
H 2.694 -0.554 5.719
H -1.322 0.899 2.865
H -4.197 -1.663 -2.408
H 0.899 3.770 -6.638
H 0.962 3.147 7.023
H -0.626 3.064 -4.817
H 0.072 1.857 -3.135
H -0.271 2.328 2.771
H -0.936 -0.861 4.688
H -5.212 1.006 0.290
H 1.261 0.587 -2.792
H 1.794 -4.584 -0.649
H 2.480 -0.988 0.734
H -1.181 2.806 5.075
H 1.491 2.951 -3.800
H -5.207 -3.439 0.829
H -2.322 -2.686 -2.004
H -3.697 -4.019 -1.094
H 3.943 1.545 -6.248
H 3.236 -3.648 -0.225
H 3.495 -0.914 -0.725
H -1.072 1.631 6.387
H 2.892 1.612 -7.663
H 1.915 2.199 8.171
H 3.142 2.396 -4.043
H 3.386 3.017 5.881
H -1.781 0.876 -4.896


# 7
The following is a quantum chemistry calculation of a molecular structure, C25H28ClMnN6O13S at a distorted geometry, from the OMol25 dataset.

Calculated values
E_HOMO (alpha / beta) in eV: -5.867 / -6.256
Multiplicity: 6
Net charge: -1
Frontier orbital gap (alpha / beta) in eV: 7.20 / 7.59
⟨S²⟩: 8.75
Total energy in Eh: -4285.66726

Geometry (Å):
Mn 10.843 -13.525 -1.062
Cl 7.554 -15.720 -5.914
S 14.091 -19.481 -2.061
O 11.215 -12.050 -2.550
O 14.638 -12.580 0.038
O 12.838 -13.769 -0.525
O 14.705 -18.330 -1.452
O 7.783 -10.983 0.023
O 9.143 -19.137 0.722
O 9.328 -14.463 1.677
O 10.084 -11.916 -6.741
O 10.010 -20.230 -0.944
O 8.875 -13.601 -7.552
O 13.353 -20.412 -1.262
O 10.958 -11.156 -4.541
O 8.872 -12.920 -0.381
N 9.805 -19.204 -0.312
N 11.252 -17.844 -1.840
N 11.139 -12.157 0.859
N 8.895 -15.082 -3.668
N 10.956 -15.857 -0.844
N 9.648 -14.139 -3.100
C 8.280 -17.415 -3.360
C 11.553 -16.478 -1.814
C 11.541 -18.774 -2.906
C 8.778 -11.687 0.020
C 6.922 -16.631 -1.020
C 9.290 -13.632 -5.257
C 16.430 -19.403 -3.525
C 10.402 -17.978 -0.744
C 12.440 -15.888 -2.867
C 12.504 -11.631 0.531
C 8.645 -14.811 -4.968
C 9.394 -13.058 -6.611
C 9.840 -13.464 2.591
C 13.429 -12.768 -0.041
C 15.450 -20.374 -2.812
C 10.115 -11.133 0.587
C 13.038 -18.945 -3.354
C 7.508 -18.320 -2.655
C 9.889 -13.257 -4.048
C 11.157 -12.853 2.155
C 7.573 -15.670 -1.812
C 6.905 -17.956 -1.436
C 8.314 -16.101 -2.905
C 10.259 -16.786 -0.120
C 10.770 -12.052 -3.689
H 11.917 -13.580 2.024
H 12.557 -14.821 -2.670
H 15.130 -21.218 -3.469
H 9.976 -13.965 3.536
H 13.507 -18.056 -3.734
H 17.263 -19.949 -3.960
H 6.392 -18.699 -0.844
H 16.740 -18.667 -2.780
H 15.875 -18.823 -4.292
H 13.029 -11.288 1.461
H 13.108 -19.660 -4.121
H 9.700 -16.593 0.784
H 9.809 -10.481 1.397
H 10.401 -11.581 -5.809
H 9.093 -12.676 2.626
H 11.513 -12.159 2.971
H 9.148 -13.914 0.863
H 12.484 -10.840 -0.236
H 13.430 -16.267 -2.833
H 10.573 -10.493 -0.194
H 7.546 -14.634 -1.561
H 8.797 -17.698 -4.274
H 12.018 -16.029 -3.855
H 15.976 -20.730 -1.906
H 11.183 -19.738 -2.618
H 10.901 -18.508 -3.746
H 7.482 -19.364 -2.952
H 6.552 -16.380 -0.067


# 8
The following is a quantum chemistry calculation of 2 unconnected molecules or ions with the total composition C6H12O at a distorted geometry, from the OMol25 dataset.

Calculated values
E_HOMO in eV: -8.789
Structure (SMILES): C=CC(=C)CC.O
Net charge: 0
Frontier orbital gap in eV: 9.45
Total energy in Eh: -310.96918

Geometry (Å):
O -2.089 0.119 3.618
C 0.422 0.585 -0.068
C 0.815 1.523 0.797
C 1.105 -1.801 -0.879
C 1.426 -0.262 -0.798
C -1.435 -0.059 -1.665
C -0.935 0.691 -0.672
H -1.444 1.630 -0.517
H 1.869 1.476 1.019
H 0.743 -2.021 -1.876
H 2.365 -0.207 -0.246
H 0.271 2.334 1.251
H 1.956 -2.363 -0.523
H 1.565 0.108 -1.809
H -2.114 1.044 3.858
H -1.647 -0.104 2.796
H -1.192 -1.110 -1.697
H -1.992 0.454 -2.428
H 0.309 -2.036 -0.161


# 9
The following is a quantum chemistry calculation of 11 unconnected molecules or ions with the total composition C22H33N11 at a distorted geometry, from the OMol25 dataset.

Calculated values
E_HOMO (alpha / beta) in eV: 0.401 / -9.387
Multiplicity: 2
Net charge: -1
Frontier orbital gap (alpha / beta) in eV: 1.97 / 11.65
⟨S²⟩: 0.75
Total energy in Eh: -1460.25442

Geometry (Å):
N -4.858 0.589 3.054
N -2.046 -0.577 -1.047
N 1.540 -2.272 -1.660
N 2.707 3.082 4.428
N 0.453 3.813 -5.292
N 3.728 -2.682 1.801
N 1.063 1.789 -1.561
N -2.852 -5.117 -0.969
N 3.739 -0.118 -3.335
N -4.920 2.448 -3.001
N -0.399 -0.145 3.784
C 1.142 1.035 -0.679
C -3.975 0.820 2.367
C -2.535 -4.316 -0.196
C -2.270 2.640 -2.889
C 1.273 -1.858 -2.664
C 0.921 -1.399 -3.947
C 2.636 -2.707 2.178
C 1.236 -2.800 2.648
C 2.139 4.332 -3.269
C -2.324 0.026 5.526
C 3.608 0.756 3.990
C -1.252 -0.080 4.536
C -3.746 2.519 -2.946
C 5.034 -0.888 -1.111
C -3.959 -0.947 -2.847
C 1.210 4.063 -4.430
C 1.165 0.015 0.417
C -2.902 -0.705 -1.812
C 3.140 2.049 4.199
C -2.250 -3.278 0.851
C -2.831 1.169 1.492
C 4.336 -0.424 -2.331
H 4.633 0.550 4.299
H -3.172 -2.717 1.007
H -1.503 -2.603 0.436
H 0.788 -0.317 -3.920
H -4.188 -1.958 -2.511
H -1.875 2.372 -3.869
H -3.168 1.589 0.545
H -1.841 0.387 6.434
H -4.849 -0.324 -2.763
H 0.670 0.603 1.190
H -2.732 -0.968 5.709
H -3.171 0.696 5.379
H 4.971 -1.976 -1.113
H 3.017 0.055 4.578
H 0.094 -2.022 -4.286
H -2.077 3.709 -2.808
H -3.676 -0.849 -3.896
H 4.420 -0.462 -0.317
H 0.576 -0.886 0.244
H 1.836 -1.393 -4.539
H 1.213 -2.545 3.708
H -1.747 2.175 -2.053
H 0.649 -2.012 2.177
H 0.810 -3.779 2.430
H 2.713 5.231 -3.491
H -2.197 0.283 1.464
H -2.263 2.060 1.757
H 2.228 -0.115 0.620
H 2.746 3.448 -3.073
H -1.954 -3.684 1.818
H 5.988 -0.374 -0.992
H 3.572 0.515 2.928
H 1.535 4.484 -2.374


Question: Number 2 is which compound?
Answer: C10H14CoN2P